Entry 1:
C45H48BIN12PSTl as an isolated structure at a distorted geometry. Source: OMol25; level of theory: the ωB97M-V functional and the def2-TZVPD basis.

```
110
Properties=species:S:1:pos:R:3:forces:R:3
C 5.8895 5.8649 0.0396 -0.5 0.2 0.3
H 2.7936 -2.7090 -6.6361 -0.4 -0.1 0.2
C 1.2165 3.0925 -2.4030 0.3 0.5 -0.2
H -5.9205 -1.9013 1.8515 -0.2 0.4 -0.4
S -1.7203 -0.5129 1.4717 -0.3 0.1 0.0
N 0.9092 3.0095 2.0930 -0.8 1.6 0.1
N 1.1622 -1.5089 3.7756 0.3 0.3 0.8
H 1.5929 -4.1974 -0.7482 0.0 -0.2 0.0
H -3.2734 1.3942 -2.8496 0.1 0.6 0.0
H -2.3154 -3.1455 0.6903 -0.1 0.0 -0.1
C 3.8337 -1.6309 -5.1452 -0.4 0.4 0.6
C 3.9342 -1.6500 2.6039 0.1 0.6 -1.1
H -0.1641 -2.4437 2.5516 -0.3 -0.1 -0.1
C -3.1779 0.3691 -2.5721 -0.5 -0.4 -0.2
C 3.8252 -0.1908 2.2125 0.5 -0.2 0.4
C -3.0099 -2.3155 -1.9587 0.5 -1.4 0.6
H -4.3619 1.9700 1.6409 -0.1 0.3 0.1
C 2.7806 -2.4261 -5.5865 0.7 -0.1 -0.1
C 0.5275 -2.7996 -2.6611 -1.5 -0.3 0.4
H -5.3341 1.6674 -0.5052 -0.5 -0.2 0.3
C 0.1600 4.1340 2.3327 0.3 -1.3 0.2
H 2.7319 4.7270 3.4442 0.2 0.1 -0.2
Tl 0.6121 0.2447 0.9378 0.6 -0.2 0.5
H -0.3939 -6.6569 2.1495 0.1 0.0 -0.1
H 1.2350 -2.2976 4.4217 -0.2 0.2 -0.3
H -5.0761 -2.4227 -2.6058 0.4 -0.1 0.1
H -2.4025 1.9198 4.6149 0.5 -0.1 0.0
H 6.4777 5.0407 -0.3696 -0.2 0.0 0.0
H 4.8367 2.9213 2.0133 0.3 0.5 0.0
H -3.0177 -3.3787 -1.7208 0.3 0.2 0.1
H -2.6943 1.9335 2.2397 0.2 0.7 0.5
C -1.3843 1.5393 4.4164 -0.4 0.7 0.3
B 2.1609 2.9734 1.1935 0.5 0.3 -0.1
H -7.8754 2.1476 -0.3505 0.3 -0.3 0.0
H -1.0368 -4.7289 -5.0924 0.0 -0.2 0.5
C 1.6357 3.7201 -1.2460 -0.4 -1.4 -0.4
H 6.5717 6.5168 0.5727 0.0 0.1 0.2
H -1.3013 -3.9603 -2.7353 -0.2 0.0 0.2
C 0.7060 -5.5363 0.6848 0.7 -0.3 0.0
C 1.0716 1.7508 -2.1099 -0.1 0.9 -0.1
C -0.8601 3.7540 3.1994 0.6 0.8 -0.4
C -7.7232 -0.8227 1.2950 -0.2 0.1 0.8
C 4.7495 5.3685 0.9057 0.0 -0.2 -0.5
N 3.8635 4.5390 0.3704 0.4 0.2 0.4
H 0.6454 -0.7462 4.2193 0.0 -0.4 -0.6
C -4.2689 -0.4751 -2.7612 -0.2 0.4 -0.1
N 3.0949 1.7935 1.6010 1.0 0.1 0.3
C -3.2089 0.3755 1.1626 0.4 0.4 0.4
C 4.8655 0.7205 2.3951 -0.1 1.1 0.1
N -4.1251 -0.3230 0.5385 0.5 -0.5 0.4
C -4.1823 -1.8174 -2.4502 -1.1 0.6 -0.4
C -1.4764 -3.8208 0.6636 0.5 0.1 -0.3
C 0.7993 -3.6767 -5.3142 -0.6 -0.3 0.4
H 5.4559 6.4541 -0.7709 0.2 -0.1 -0.1
C 2.8897 -1.8068 -2.8705 0.7 0.6 0.0
H 0.4170 5.0902 1.8948 0.0 -0.2 0.1
C -1.9027 -1.5048 -1.7308 0.4 0.5 -0.4
H 0.6397 -0.2301 -2.6820 0.1 -0.5 0.0
H -9.3549 0.4576 0.7205 1.0 0.0 0.0
H -1.5711 4.3913 3.6760 -0.3 0.3 0.1
H -3.7407 -1.1190 0.0533 -0.3 -0.4 -0.1
H -1.4778 0.5301 4.0700 0.0 -0.6 -0.2
C 1.7144 -2.4852 -3.3072 0.6 -0.4 -1.6
N 0.3684 1.9499 2.7465 1.0 -0.4 -0.7
H -8.4061 -1.4575 1.8694 0.4 0.0 -0.4
C -7.4218 1.2557 0.0863 0.2 -0.1 0.2
C -2.0065 -0.1347 -2.0577 0.1 -1.0 0.5
H -1.1621 0.4946 -1.8577 0.1 0.4 0.0
C -8.2510 0.3202 0.7070 -0.7 0.2 -0.4
C -0.2855 -4.1558 -4.5619 0.5 0.8 -0.8
C -6.0331 1.0261 0.0555 -0.6 0.0 -0.4
C 3.8558 -1.3231 -3.7899 -0.2 -0.6 -1.1
H 1.5642 -6.1922 0.7125 0.1 -0.1 -0.1
N 2.7879 0.4816 1.7264 -2.0 -0.3 -0.7
N 1.3248 1.5744 -0.8020 0.2 0.0 0.9
N -3.4407 1.5655 1.6916 0.2 -1.1 -0.5
H 1.1491 3.5603 -3.3602 -0.1 0.1 -0.4
H -5.2188 -0.0931 -3.1204 0.2 0.1 -0.1
H 1.7321 0.6563 -3.7795 -0.4 -0.1 0.1
C -0.3649 -3.5609 -0.1686 -0.8 0.4 0.5
H -0.0476 0.9784 -3.7509 0.5 -0.1 0.1
H 4.6851 -0.7432 -3.4629 0.4 0.3 0.6
C -6.3529 -1.0411 1.3188 0.6 -0.1 -0.2
H 3.1897 -2.3295 2.1895 0.1 0.2 -0.1
I 3.5678 -1.5071 -0.9486 -0.6 -0.1 0.1
P -0.2314 -2.0086 -1.1330 0.4 -0.4 0.3
C -0.6619 2.4065 3.4412 -0.6 -0.5 0.2
H 0.8694 -3.8976 -6.3814 0.1 0.0 0.4
C -0.3765 -5.7997 1.4897 -0.3 0.2 0.2
C -5.5249 -0.1275 0.6480 -1.1 0.5 -0.2
C 3.3093 4.8823 2.5391 -0.6 -0.5 -0.9
C -1.4641 -4.9324 1.4807 -0.3 -0.7 0.5
N 1.6953 2.7986 -0.2944 0.0 -0.3 0.4
H -2.2920 -5.2064 2.1402 0.1 0.4 -0.3
C 4.4051 5.6259 2.2578 0.9 0.5 0.4
C 0.8348 0.7160 -3.1401 -0.2 0.2 -0.4
C 0.7276 -4.4220 -0.1338 -0.1 0.4 -0.2
C 4.3721 1.9674 2.0126 -0.4 -1.6 0.1
H 4.9110 -1.9764 2.2469 0.0 -0.2 0.2
H 4.5845 -1.2514 -5.8448 -0.2 -0.2 0.4
H 5.8233 0.5686 2.8593 0.1 -0.3 -0.1
H 1.9482 4.7028 -1.0780 0.3 1.2 0.3
H 3.9073 -1.7213 3.6688 0.0 -0.1 0.7
N 0.6740 -1.8784 2.4954 0.1 0.4 0.2
C 1.7797 -2.8852 -4.7102 0.0 0.2 -0.3
H -0.8265 1.5544 5.3531 -0.1 -0.1 0.1
N 2.9707 4.2564 1.3553 -1.0 -0.8 0.2
C -0.4270 -3.6682 -3.2821 0.8 0.0 -0.2
H 1.3866 -2.4625 2.0815 0.0 -0.2 -0.2
H 4.9242 6.2633 2.9505 0.1 0.1 0.0
```
Forces are in eV/Å.

Computed properties:
multiplicity	2
E_HOMO (alpha / beta)	-0.5471 / -0.5470	hartree
charge	+3
energy relative to the best compared isomer or geometry (same formula, charge and spin)	30.6	kJ/mol
E	-3634.38249	Ha
gap between HOMO and LUMO (alpha / beta)	6.21 / 3.97	eV



Entry 2:
C45H48Ge2N2O3PReSSe2 as an isolated structure at a distorted geometry. Source: OMol25; level of theory: the ωB97M-V functional and the def2-TZVPD basis.

```
105
Properties=species:S:1:pos:R:3:forces:R:3
C 0.8444 -3.6179 -4.6183 0.0 0.0 0.0
H 2.7719 3.5396 2.0041 0.0 0.0 0.0
H 0.6993 -3.9204 -5.6465 0.0 0.0 0.0
H -6.7674 2.7217 -0.4695 0.0 0.0 0.0
H -0.9177 1.5421 -6.2795 0.0 0.0 0.0
H -2.5536 -0.1654 3.5987 0.0 0.0 0.0
C -0.7757 6.3462 -1.1532 0.0 0.0 0.0
H -5.2198 -4.8831 -1.9203 0.0 0.0 0.0
H 2.6658 -4.3983 -1.8812 0.0 0.0 0.0
H 1.1356 2.8522 1.8862 0.0 0.0 0.0
H -6.8437 1.3654 -2.5300 0.0 0.0 0.0
C -1.5072 6.1730 0.0119 0.0 0.0 0.0
H -0.2438 3.4209 3.6493 0.0 0.0 0.0
C 2.0970 1.9224 -2.7437 -0.1 0.0 0.0
C 2.1527 2.7992 1.4984 -0.1 0.0 -0.1
H 3.6725 1.9078 4.1663 0.0 0.0 0.0
N -1.4009 -1.1459 1.1078 -0.2 -0.5 0.4
O 0.8506 -3.5952 0.2919 0.0 0.0 0.0
C -4.4343 -4.1397 -1.9264 0.0 0.0 0.0
C -2.4014 -3.2524 -0.9978 0.0 0.0 0.0
C -1.3245 1.4709 -5.2810 0.1 0.0 0.0
S 1.3347 -1.3770 1.8148 0.6 -0.3 1.2
C -1.0091 0.3539 -4.4865 0.0 0.0 0.0
H -2.3494 4.7865 1.3931 0.0 0.0 0.0
Re -0.1625 0.0255 0.0282 0.8 0.8 -0.7
H 1.4870 3.7284 -0.3241 0.1 0.0 0.0
C -3.5352 0.9412 -1.6637 0.2 0.1 -0.1
H -2.4187 3.3313 -5.4184 0.0 0.0 0.0
H -0.8020 -2.2723 -4.6538 0.0 0.0 0.0
H -4.8022 0.2386 -3.3137 0.0 0.0 0.0
H -4.4920 -2.0106 2.6246 0.0 0.0 0.0
C -1.7705 4.8936 0.4856 0.0 0.0 0.0
Ge -1.7561 1.9458 0.5294 0.0 0.2 0.0
H -5.5670 -3.9368 3.7467 0.0 0.0 0.0
C -3.8027 -5.1559 3.6746 0.0 0.0 0.0
H -1.5804 -3.3462 -0.2995 0.0 0.0 0.0
H -3.2649 -0.0657 -1.2865 -0.1 -0.1 0.0
H -0.1529 1.6481 3.8427 0.0 0.0 0.0
H 1.8949 1.6840 4.2673 0.0 0.0 0.0
C -3.2897 0.6305 3.4976 0.0 0.1 0.0
C -3.5259 1.7706 -0.4479 0.0 -0.1 0.0
H -4.2722 -5.9930 4.1733 0.0 0.0 0.0
C 2.8335 1.2542 3.9320 -0.1 0.0 0.0
H -5.1995 -3.1177 -3.6497 0.0 0.0 0.0
P -0.9954 -1.0562 -1.9942 -0.1 0.0 -0.2
C -1.8646 -4.1785 2.6468 0.0 0.0 0.0
C -2.5987 -3.0099 2.4245 0.0 0.0 0.1
H -1.5924 1.7055 -1.8430 0.1 0.1 0.0
H -0.3367 -0.3810 -4.9035 0.0 0.0 0.0
C -0.7885 2.5259 3.9540 0.0 0.0 0.0
C -2.2883 1.3217 -2.6006 -0.1 -0.1 0.2
C 0.1959 -2.2289 -2.7461 0.0 0.0 0.0
H -3.2619 3.2298 -3.1199 0.0 0.0 0.0
O 2.6193 -1.6485 2.4431 0.0 -0.1 -0.3
C -1.3045 3.7584 -0.1822 -0.1 0.0 0.1
C -5.8619 2.2277 -0.8041 0.1 0.0 0.0
H 2.4751 -4.9715 -4.2782 0.0 0.0 0.0
C -0.3103 5.2334 -1.8395 0.0 0.0 0.0
O 1.7006 -1.5506 -0.0549 -0.7 0.3 0.5
C 1.1416 -2.8977 -1.9604 -0.1 0.1 0.0
H -4.3131 4.0792 2.5834 0.0 0.0 0.0
H -1.8747 7.0359 0.5519 0.0 0.0 0.0
H -1.0520 2.6333 5.0071 0.0 0.0 0.0
C 0.0182 -2.6559 -4.0635 0.0 0.0 0.0
H -4.7208 3.0043 0.8277 0.0 0.0 0.0
C -3.4166 -2.1928 -2.9012 0.0 0.0 0.0
C -3.5820 3.8058 3.3409 0.0 -0.1 0.0
C -3.4107 -4.2015 -0.9897 0.0 0.0 0.0
Se 1.8348 1.2801 -0.9289 0.1 0.1 -0.4
C -1.5089 0.1924 -3.2222 0.0 0.0 0.0
H -0.8340 -4.2388 2.3178 0.0 0.0 0.0
H 1.4913 2.8029 -2.9404 0.0 0.0 0.0
C 1.9541 -3.8819 -2.5118 0.0 0.0 0.0
H 0.2526 5.3624 -2.7563 0.0 0.0 0.0
C -4.5318 -3.9957 3.4406 0.0 0.0 0.0
H 3.2033 3.2482 -0.3492 0.0 0.0 0.0
H -0.1912 3.1062 -1.9027 -0.1 0.0 0.0
C 1.8333 -4.2144 -3.8495 0.0 0.0 0.0
C -2.4144 -2.2196 -1.9349 0.0 0.0 0.0
C -1.9468 -1.9313 1.7513 -0.2 0.1 -0.2
H 1.8208 1.1158 -3.4189 0.0 0.0 0.0
H -2.9671 4.6792 3.5561 0.0 0.0 0.0
H -4.1219 3.5411 4.2511 0.0 0.0 0.0
H 2.9953 0.2629 4.3475 0.0 0.0 0.0
H -1.9176 -6.1585 3.4493 0.0 0.0 0.0
C -0.5725 3.9593 -1.3547 -0.1 0.0 0.0
H -4.0570 0.3166 2.7893 0.0 0.0 0.0
H -3.3888 -1.4465 -3.6860 0.0 0.0 0.0
C 1.1989 -2.7328 -0.4717 0.1 -0.1 -0.2
H -3.3876 -5.0001 -0.2594 0.0 0.0 0.0
H -3.7611 0.7880 4.4680 0.0 0.0 0.0
C -4.4273 -3.1441 -2.8919 0.0 0.0 0.0
C -2.1662 2.4917 -4.7843 0.0 0.0 0.0
C -3.9357 -2.9169 2.8141 0.0 0.0 0.0
Se 2.8114 1.0384 2.0199 0.1 0.3 -0.1
C -2.6412 2.4354 -3.5189 0.0 0.0 -0.1
H 3.1542 2.1495 -2.8521 0.0 0.0 0.0
C -2.4758 -5.2494 3.2743 0.0 0.0 0.0
C -5.9169 1.4487 -1.9803 0.0 0.0 0.0
C 2.2042 2.9719 -0.0136 0.1 -0.1 0.0
Ge -2.4195 2.2800 2.8950 0.0 -0.1 -0.1
H -0.5693 7.3409 -1.5248 0.0 0.0 0.0
C -4.6970 2.3858 -0.0592 0.0 0.0 0.0
N 1.1611 0.2354 1.7895 -0.3 -0.6 -0.3
C -4.7919 0.8241 -2.4037 0.0 0.0 0.0
```
Forces are in eV/Å.

Computed properties:
multiplicity	3
E_HOMO (alpha / beta)	-0.4406 / -0.4476	hartree
charge	+2
energy relative to the best compared isomer or geometry (same formula, charge and spin)	586.6	kJ/mol
E	-11852.66509	Ha
gap between HOMO and LUMO (alpha / beta)	5.30 / 5.51	eV



Which of these has the highest energy relative to the best compared isomer or geometry (same formula, charge and spin)? C45H48Ge2N2O3PReSSe2



multiplicity of number 1 (C45H48BIN12PSTl)? 2



The highest charge belongs to which entry? C45H48BIN12PSTl



Look up the E of the first one. -3634.38249 Ha